# 1
This record from OMol25 describes a 3-piece molecular cluster, C4H10O4S2 overall at a distorted geometry. The level of theory is wB97M-V/def2-TZVPD.

Output
- Frontier orbital gap: 9.297 eV
- Total energy: -1255.70565 Eh
- Highest occupied orbital energy: -8.926 eV
- M: 186.254 g mol⁻¹
- Structure (SMILES): CC(=O)C(=O)O.SCS.O

Positions of all 20 atoms, in Å:
C -1.43546 1.05213 3.06579
C -0.96243 -0.00026 2.08969
O -1.18332 -1.19392 2.17702
C -0.52711 0.63884 0.72631
O -1.34234 0.52994 -0.15171
O 0.57169 1.30508 0.69323
H -2.05981 0.55100 3.72441
H -0.59109 1.38919 3.84849
H -1.84228 1.88040 2.55430
H 0.89367 1.63671 -0.13095
S 0.97026 -2.91745 0.25476
C 0.03333 -2.14816 -1.19853
S 1.33394 -1.58145 -2.38612
H 0.38427 -2.34302 1.28182
H -0.61365 -1.34743 -0.81632
H -0.68398 -2.93537 -1.69104
H 2.27173 -2.60449 -2.20012
O 1.47801 1.94773 -2.00030
H 2.14004 1.17514 -2.07946
H 0.76953 1.78803 -2.72392

Cartesian forces (eV/Å) of the 6 atoms listed first:
C 3.653 -0.462 1.817
C -0.293 0.101 -0.676
O 0.584 1.389 0.190
C -1.439 -1.056 0.313
O -0.047 0.124 -0.602
O 1.261 -0.048 2.527

Atom charges from the Löwdin analysis, given in e for atoms 1 to 4: C 0.012; C -0.315; O 0.078; C -0.518



# 2
This record from OMol25 describes a 2-piece molecular cluster, C4H10OS overall at a distorted geometry. The level of theory is wB97M-V/def2-TZVPD.

Output
- Frontier orbital gap: 9.708 eV
- Total energy: -631.75945 Eh
- Highest occupied orbital energy: -8.941 eV
- M: 106.190 g mol⁻¹
- Structure (SMILES): C=CO.CCS

Positions of all 16 atoms, in Å:
C -2.60886 -0.37845 -0.82431
C -3.40753 0.61089 -0.44989
O -3.77785 0.73529 0.86474
H -2.05360 -0.50897 -1.74263
H -2.72211 -1.35049 -0.33484
H -3.72372 1.44039 -1.06476
H -4.15905 1.58703 1.01939
C 1.81045 -0.94190 0.48286
C 3.13976 -0.16615 0.41411
S 3.24487 0.79206 -1.15020
H 0.97096 -0.42226 0.97486
H 1.41918 -1.10027 -0.51824
H 1.94574 -1.80819 1.13878
H 3.95230 -0.89256 0.54527
H 3.34544 0.54364 1.21417
H 2.62403 1.85992 -0.56929

Cartesian forces (eV/Å) of the 6 atoms listed first:
C -0.696 -1.631 -0.371
C 0.892 0.680 0.438
O -0.205 -1.182 -0.247
H -0.576 0.663 -0.404
H 0.679 0.567 0.804
H 0.405 0.265 -0.212

Atom charges from the Löwdin analysis, given in e for atoms 1 to 4: C -0.007; C -0.274; O -0.009; H 0.047



# 3
This record from OMol25 describes a 2-piece molecular cluster, C4H10OS overall at a distorted geometry. The level of theory is wB97M-V/def2-TZVPD.

Output
- Frontier orbital gap: 9.572 eV
- Total energy: -631.73676 Eh
- Highest occupied orbital energy: -8.644 eV
- M: 106.190 g mol⁻¹
- Structure (SMILES): C=CO.CSC

Positions of all 16 atoms, in Å:
C 0.01311 0.98891 2.63794
C 1.39198 0.89766 2.85191
O 2.34161 0.26917 1.94338
H -0.47194 1.79133 3.22238
H -0.39930 0.74186 1.73267
H 1.89451 0.92427 3.93622
H 2.02162 0.43348 1.08350
C -0.88802 -1.08351 -0.58511
S 0.19808 -0.14710 -1.59376
C -0.53244 -0.33117 -3.25268
H -1.83485 -0.49023 -0.50844
H -1.22798 -1.96463 -1.01263
H -0.38885 -1.12685 0.46138
H 0.14908 0.20006 -3.93315
H -1.54237 0.27889 -3.38739
H -0.72425 -1.38215 -3.59622

Cartesian forces (eV/Å) of the 6 atoms listed first:
C 4.449 2.132 2.393
C -0.208 -2.287 0.698
O -1.436 1.039 3.452
H -0.070 -1.105 0.102
H -0.918 -0.555 -2.147
H -1.202 0.622 -2.741

Atom charges from the Löwdin analysis, given in e for atoms 1 to 4: C 0.004; C -0.180; O -0.056; H 0.057



# 4
This record from OMol25 describes a 2-piece molecular cluster, C4H10OS overall. The level of theory is wB97M-V/def2-TZVPD.

Output
- Frontier orbital gap: 9.990 eV
- Total energy: -631.80989 Eh
- Highest occupied orbital energy: -9.140 eV
- M: 106.190 g mol⁻¹
- Structure (SMILES): CC=O.CCS

Positions of all 16 atoms, in Å:
C -1.63893 -0.72906 1.88026
C -0.75559 -1.75237 1.23224
O -0.91822 -2.15304 0.10550
H -2.64835 -0.80107 1.48330
H -1.22537 0.25966 1.67192
H -1.64846 -0.85835 2.96270
H 0.07876 -2.16245 1.81850
C -0.71427 1.01891 -1.65357
C 0.75455 0.64726 -1.50154
S 1.53221 1.17606 0.06163
H -0.82466 2.09603 -1.51430
H -1.30916 0.53291 -0.88961
H -1.08719 0.73083 -2.62914
H 0.87223 -0.43207 -1.53981
H 1.32869 1.06479 -2.32624
H 1.51831 2.48699 -0.21578

Cartesian forces (eV/Å) of the 6 atoms listed first:
C 0.111 -0.116 0.234
C -0.213 -0.162 -0.418
O -0.006 0.116 0.053
H -0.003 0.072 -0.087
H -0.001 0.052 -0.037
H -0.019 0.007 0.001

Atom charges from the Löwdin analysis, given in e for atoms 1 to 4: C -0.058; C -0.325; O 0.025; H 0.084



# 5
This record from OMol25 describes a 2-piece molecular cluster, C4H10OS overall at a distorted geometry. The level of theory is wB97M-V/def2-TZVPD.

Output
- Frontier orbital gap: 9.147 eV
- Total energy: -631.74015 Eh
- Highest occupied orbital energy: -8.397 eV
- M: 106.190 g mol⁻¹
- Structure (SMILES): C=CO.CSC

Positions of all 16 atoms, in Å:
C -0.39208 -0.27873 3.47325
C -0.26349 -0.61801 2.17816
O 0.62558 -0.13553 1.24841
H -1.39563 -0.04019 3.79756
H 0.46432 -0.32843 4.13609
H -1.17638 -0.99072 1.70424
H 0.61193 0.82324 1.34904
C 1.37506 -0.58410 -1.85549
S 0.73415 1.11345 -1.63201
C -0.99900 0.92455 -2.10933
H 0.51062 -1.23448 -1.76358
H 1.89397 -0.62895 -2.80714
H 2.05472 -0.83638 -1.04513
H -1.36594 1.95100 -2.12235
H -1.60910 0.33132 -1.43031
H -1.06874 0.53195 -3.12141

Cartesian forces (eV/Å) of the 6 atoms listed first:
C 0.966 -0.735 -0.583
C -2.245 1.744 -0.167
O 0.834 -1.211 0.490
H -0.056 -1.135 0.642
H 0.020 1.249 0.035
H 0.126 0.077 -0.334

Atom charges from the Löwdin analysis, given in e for atoms 1 to 4: C 0.004; C -0.268; O -0.072; H 0.050



# 6
This record from OMol25 describes a 2-piece molecular cluster, C4H10OS overall. The level of theory is wB97M-V/def2-TZVPD.

Output
- Frontier orbital gap: 10.049 eV
- Total energy: -631.80383 Eh
- Highest occupied orbital energy: -9.270 eV
- M: 106.190 g mol⁻¹
- Structure (SMILES): CC=O.CCS

Positions of all 16 atoms, in Å:
C 2.42532 0.09126 0.56555
C 2.34590 0.91045 1.83247
O 2.85350 1.99136 1.96782
H 1.80815 -0.80333 0.66067
H 3.44812 -0.14300 0.28920
H 1.96213 0.67903 -0.23410
H 1.77831 0.44180 2.66327
C -2.35182 0.46624 -1.13652
C -1.40513 -0.45205 -0.36985
S -0.86957 -1.90027 -1.34266
H -3.31475 -0.00745 -1.30781
H -1.91717 0.66125 -2.11909
H -2.47832 1.40737 -0.60611
H -0.45883 0.05187 -0.18647
H -1.82810 -0.77665 0.57843
H -1.99774 -2.61789 -1.25481

Cartesian forces (eV/Å) of the 6 atoms listed first:
C -0.844 0.219 -0.010
C 0.214 -0.192 -0.051
O -0.058 -0.057 -0.001
H 0.307 -0.173 0.038
H 0.088 -0.020 0.024
H 0.290 0.068 -0.037

Atom charges from the Löwdin analysis, given in e for atoms 1 to 4: C -0.058; C -0.321; O 0.042; H 0.062



# 7
This record from OMol25 describes a 2-piece molecular cluster, C4H10OS overall at a distorted geometry. The level of theory is wB97M-V/def2-TZVPD.

Output
- Frontier orbital gap: 9.595 eV
- Total energy: -631.77218 Eh
- Highest occupied orbital energy: -8.829 eV
- M: 106.190 g mol⁻¹
- Structure (SMILES): C=CO.CSC

Positions of all 16 atoms, in Å:
C -3.08161 2.06843 0.12213
C -1.84553 2.13561 -0.35383
O -1.47507 1.32547 -1.40314
H -3.40364 2.74092 0.90342
H -3.86691 1.60679 -0.45256
H -1.20298 2.98276 -0.13639
H -0.58794 0.99340 -1.23109
C 0.98317 -2.01392 1.29310
S 1.80637 -0.48839 0.85251
C 2.45034 -1.01841 -0.75796
H 0.17382 -2.26111 0.61639
H 0.52661 -1.81380 2.26692
H 1.61104 -2.88685 1.48754
H 2.95318 -1.97186 -0.64388
H 1.65863 -0.99244 -1.50058
H 3.30053 -0.40661 -1.06256

Cartesian forces (eV/Å) of the 6 atoms listed first:
C -0.070 0.919 -0.288
C -0.768 0.048 -0.510
O 0.137 0.121 0.111
H 0.118 0.154 -0.015
H 0.026 -0.893 0.279
H 0.504 -0.479 0.553

Atom charges from the Löwdin analysis, given in e for atoms 1 to 4: C 0.008; C -0.280; O -0.034; H 0.047



# 8
This record from OMol25 describes a 2-piece molecular cluster, C4H10OS overall at a distorted geometry. The level of theory is wB97M-V/def2-TZVPD.

Output
- Frontier orbital gap: 8.463 eV
- Total energy: -631.56535 Eh
- Highest occupied orbital energy: -8.414 eV
- M: 106.190 g mol⁻¹

Positions of all 16 atoms, in Å:
C 0.39242 -0.21188 0.51302
C 0.23303 1.21556 0.88951
C -2.80516 -0.38644 -0.65329
C 2.20830 -0.52393 0.51612
O 1.01706 -1.77461 -1.59528
S 1.11365 -0.45600 -1.11697
H 0.41133 2.01315 0.11856
H -0.80825 1.36489 1.06308
H 0.88171 1.66865 1.71908
H -2.36430 -0.32546 0.32314
H -2.05012 0.29606 -1.18552
H -3.58394 -0.13161 -1.34426
H 2.39641 0.47404 0.89701
H 2.14090 -1.38802 1.19971
H 3.06955 -0.82736 -0.07438
H -2.25260 -1.00703 -1.26954

Cartesian forces (eV/Å) of the 6 atoms listed first:
C 0.457 -1.250 -2.133
C 1.421 2.669 -0.492
C 3.133 2.504 -2.785
C 0.872 -0.276 0.736
O -0.351 -3.239 -1.203
S -1.115 3.704 3.182

Atom charges from the Löwdin analysis, given in e for atoms 1 to 4: C -0.376; C -0.240; C -0.036; C -0.236



> What is the total energy in the third record?

-631.73676 Eh